Record 1
Density functional theory data (ωB97M-V with the def2-TZVPD basis set) for 3 unconnected molecules or ions with the total composition C39H44F2IN3O3P2S at a distorted geometry.

Last column: Mulliken charge in e.
Cartesian coordinates (Å):
C1 2.329 1.653 5.079  -0.239
C2 1.597 1.907 4.158  -1.063
C3 0.545 2.099 3.159  0.816
C4 -0.045 3.524 3.196  -0.350
C5 -1.419 3.683 2.499  -1.885
C6 -1.773 2.574 1.541  0.038
C7 -1.022 2.484 0.359  -0.584
N1 -0.010 3.466 0.104  -0.380
C8 -1.293 1.441 -0.523  0.376
C9 -2.301 0.517 -0.274  1.025
C10 -3.064 0.607 0.881  -0.241
I1 -4.565 -0.806 1.276  0.084
C11 -2.787 1.639 1.794  1.275
S1 -3.669 1.711 3.345  -0.195
C12 -2.485 -0.536 -1.337  -1.147
O1 -3.573 -0.808 -1.777  -0.519
C13 -1.194 -1.129 -1.823  0.755
C14 -0.976 -2.491 -2.042  0.145
P1 -2.372 -3.642 -1.710  0.411
N2 -2.854 -4.500 -2.934  -0.724
C15 0.271 -2.960 -2.547  1.213
P2 0.461 -4.736 -3.034  0.274
C16 -0.151 -5.844 -1.694  -1.237
C17 2.212 -5.292 -3.039  -1.090
C18 1.260 -1.988 -2.822  -0.045
C19 2.599 -2.341 -3.439  -1.980
C20 3.673 -2.648 -2.387  -0.674
O2 4.652 -3.516 -2.918  -0.351
C21 5.417 -4.169 -1.933  -0.149
C22 6.559 -3.310 -1.362  -1.176
C23 1.032 -0.620 -2.574  -0.551
N3 2.003 0.395 -2.807  -0.042
C24 2.948 0.741 -1.726  -0.891
C25 2.525 0.262 -0.347  -0.341
C26 -0.194 -0.192 -2.078  -0.123
C27 -0.482 1.257 -1.776  -0.519
O3 -0.128 2.187 -2.455  -0.604
H1 3.189 1.417 5.661  0.444
H2 -0.214 1.321 3.263  0.365
H3 1.006 1.939 2.179  -0.303
H4 -0.104 3.833 4.237  0.399
H5 0.675 4.182 2.712  0.317
H6 -1.400 4.607 1.919  0.347
H7 -2.180 3.801 3.262  0.505
H8 0.900 3.024 0.032  0.245
H9 -0.193 3.904 -0.791  0.378
H10 -4.695 2.513 3.012  0.213
H11 -3.409 -2.914 -1.126  -0.114
H12 -1.922 -4.402 -0.612  0.108
H13 -2.325 -4.288 -3.773  0.322
H14 0.377 -6.783 -1.848  0.441
H15 -1.204 -6.039 -1.894  0.428
H16 0.006 -5.484 -0.680  0.384
H17 2.765 -5.011 -3.926  0.483
H18 2.755 -5.030 -2.133  0.233
H19 2.139 -6.382 -3.040  0.512
H20 2.966 -1.500 -4.023  0.179
H21 2.494 -3.161 -4.142  0.885
H22 3.198 -3.100 -1.505  0.502
H23 4.159 -1.730 -2.045  0.139
H24 5.837 -5.060 -2.401  0.424
H25 4.788 -4.519 -1.105  0.275
H26 7.540 -3.712 -1.613  0.330
H27 6.513 -3.286 -0.271  0.312
H28 6.518 -2.281 -1.716  0.316
H29 2.461 0.260 -3.694  0.448
H30 3.957 0.409 -1.983  0.445
H31 2.993 1.835 -1.677  0.445
H32 1.557 0.680 -0.060  -0.244
H33 2.516 -0.821 -0.237  0.212
H34 3.249 0.655 0.373  0.461
F1 -6.317 2.626 -6.952  -0.325
C28 -5.371 2.432 -6.010  0.314
C29 -4.608 3.511 -5.604  -0.473
C30 -3.637 3.313 -4.634  -0.548
C31 -3.444 2.048 -4.094  -0.317
C32 -4.216 0.981 -4.523  -0.338
C33 -5.197 1.166 -5.488  -0.594
H35 -4.778 4.483 -6.045  0.417
H36 -3.031 4.146 -4.300  0.396
H37 -2.682 1.899 -3.343  0.544
H38 -4.049 0.001 -4.096  0.425
H39 -5.817 0.350 -5.831  0.437
F2 -0.330 4.542 6.673  -0.295
C34 -0.474 3.664 7.688  0.403
C35 -0.867 4.140 8.923  -0.586
C36 -1.018 3.240 9.967  -0.391
C37 -0.770 1.889 9.767  -0.525
C38 -0.374 1.436 8.515  -0.536
C39 -0.225 2.325 7.460  -0.022
H40 -1.049 5.198 9.057  0.424
H41 -1.330 3.596 10.940  0.359
H42 -0.886 1.190 10.585  0.376
H43 -0.177 0.384 8.357  0.369
H44 0.080 1.986 6.481  0.342

The total energy is -3480.66223 a.u. The calculation puts the gap between HOMO and LUMO at 7.26 eV. The LUMO energy comes out at -0.9637 eV. The calculation puts the HOMO energy at -8.2 eV. Its charge is 0. As for the SMILES: C#CCCCc1c(N)c2c(c(I)c1S)C(=O)c1c([PH2]=N)c(P(C)C)c(CCOCC)c(NCC)c1C2=O.Fc1ccccc1.Fc1ccccc1.



Record 2
Density functional theory data (ωB97M-V with the def2-TZVPD basis set) for C2H3N3O in the gas phase at a distorted geometry.

Last column: Mulliken charge in e.
Cartesian coordinates (Å):
N1 0.935 -0.958 0.010  -0.388
C1 0.678 0.370 0.001  0.371
O1 1.540 1.217 0.000  -0.602
C2 -0.773 0.741 -0.010  0.234
N2 -1.756 -0.142 -0.603  -0.237
N3 -1.760 -0.119 0.609  -0.230
H1 0.214 -1.658 0.006  0.192
H2 1.895 -1.256 0.015  0.235
H3 -0.973 1.805 -0.029  0.426

The energy above the lowest of the compared OMol25 structures with the same formula, charge and spin comes out at 166.1 kJ/mol. The total energy is -317.46906 a.u. The calculation puts the gap between HOMO and LUMO at 10.44 eV. The LUMO energy comes out at 0.0614 eV. The calculation puts the HOMO energy at -10.4 eV. Its charge is 0. As for the SMILES: NC(=O)C1N=N1.



Record 3
Density functional theory data (ωB97M-V with the def2-TZVPD basis set) for 10 unconnected molecules or ions with the total composition C24H75O31P7 at a distorted geometry.

Last column: Mulliken charge in e.
Cartesian coordinates (Å):
C1 10.908 -2.430 -3.119  -0.704
O1 9.867 -1.634 -3.672  -0.339
P1 9.691 -0.062 -3.359  1.088
O2 8.836 0.661 -4.301  -0.695
O3 9.166 -0.081 -1.806  -0.323
C2 8.216 -1.022 -1.430  -0.672
O4 11.149 0.538 -3.217  -0.275
C3 11.965 0.571 -4.363  -0.680
H1 10.401 -3.258 -2.623  0.294
H2 11.402 -1.822 -2.361  0.351
H3 11.686 -2.772 -3.802  0.273
H4 7.327 -0.543 -1.019  0.247
H5 8.719 -1.638 -0.685  0.232
H6 7.932 -1.672 -2.257  0.353
H7 11.977 1.570 -4.800  0.260
H8 11.536 -0.057 -5.143  0.353
H9 12.981 0.334 -4.048  0.238
C4 -1.597 4.602 -4.929  -0.701
O5 -2.113 5.876 -5.368  -0.298
P2 -2.383 7.122 -4.373  1.065
O6 -2.889 8.407 -4.936  -0.658
O7 -3.309 6.533 -3.136  -0.308
C5 -4.577 6.023 -3.428  -0.691
O8 -0.931 7.224 -3.700  -0.319
C6 0.080 7.841 -4.480  -0.700
H10 -0.588 4.398 -5.289  0.277
H11 -2.252 3.821 -5.315  0.285
H12 -1.615 4.487 -3.845  0.336
H13 -5.067 6.534 -4.257  0.338
H14 -5.221 6.011 -2.548  0.258
H15 -4.508 4.978 -3.728  0.259
H16 -0.344 8.097 -5.451  0.360
H17 0.943 7.177 -4.533  0.244
H18 0.358 8.797 -4.037  0.253
C7 -4.146 -6.997 -6.481  -0.719
O9 -4.446 -6.617 -5.146  -0.307
P3 -4.593 -5.047 -4.797  1.050
O10 -5.008 -4.729 -3.379  -0.680
O11 -5.630 -4.435 -5.877  -0.304
C8 -5.796 -3.066 -5.957  -0.672
O12 -3.136 -4.454 -5.308  -0.301
C9 -1.941 -5.005 -4.738  -0.725
H19 -4.902 -7.731 -6.759  0.310
H20 -3.172 -7.462 -6.637  0.291
H21 -4.345 -6.270 -7.268  0.325
H22 -6.853 -2.802 -5.907  0.261
H23 -5.534 -2.795 -6.980  0.263
H24 -5.165 -2.489 -5.282  0.322
H25 -2.105 -5.881 -4.112  0.309
H26 -1.378 -4.302 -4.124  0.298
H27 -1.196 -5.321 -5.469  0.278
C10 -6.140 2.018 3.627  -0.713
O13 -7.165 1.232 2.977  -0.289
P4 -8.280 0.539 3.969  1.086
O14 -7.998 0.441 5.416  -0.658
O15 -9.604 1.474 3.557  -0.353
C11 -9.717 2.839 3.842  -0.601
O16 -8.635 -0.879 3.269  -0.327
C12 -7.720 -1.983 3.399  -0.709
H28 -6.055 3.035 3.244  0.264
H29 -5.192 1.519 3.428  0.265
H30 -6.262 2.072 4.709  0.358
H31 -9.912 3.269 2.859  0.254
H32 -8.809 3.325 4.199  0.281
H33 -10.550 3.019 4.522  0.255
H34 -6.809 -1.851 3.984  0.302
H35 -7.347 -2.341 2.440  0.298
H36 -8.177 -2.848 3.880  0.287
C13 4.603 13.712 -0.801  -0.745
O17 4.199 12.578 -0.043  -0.237
P5 4.551 12.435 1.560  1.018
O18 4.082 13.497 2.539  -0.663
O19 3.926 10.925 1.822  -0.367
C14 4.255 9.854 0.893  -0.576
O20 6.142 12.095 1.597  -0.290
C15 6.731 11.867 2.864  -0.654
H37 5.111 14.555 -0.333  0.325
H38 3.629 14.126 -1.061  0.295
H39 5.020 13.393 -1.757  0.285
H40 4.743 10.253 0.003  0.307
H41 3.330 9.405 0.531  0.254
H42 4.831 9.096 1.424  0.242
H43 6.954 10.805 2.965  0.221
H44 5.976 12.170 3.590  0.355
H45 7.643 12.455 2.967  0.229
C16 -4.844 -10.537 6.203  -0.754
O21 -4.529 -10.612 4.866  -0.273
P6 -4.939 -9.391 3.915  1.082
O22 -4.533 -8.022 4.317  -0.652
O23 -4.349 -9.837 2.432  -0.320
C17 -4.386 -8.972 1.365  -0.676
O24 -6.541 -9.560 3.708  -0.308
C18 -7.108 -10.817 3.315  -0.686
H46 -5.030 -9.514 6.529  0.361
H47 -3.953 -10.871 6.736  0.260
H48 -5.717 -11.081 6.565  0.272
H49 -3.377 -8.875 0.964  0.228
H50 -4.728 -8.008 1.742  0.339
H51 -5.122 -9.268 0.618  0.246
H52 -6.402 -11.644 3.243  0.332
H53 -7.557 -10.620 2.341  0.273
H54 -7.884 -11.105 4.023  0.275
C19 1.755 1.608 0.990  -0.716
O25 1.129 0.579 1.641  -0.282
P7 0.443 -0.660 0.861  0.988
O26 1.261 -1.365 -0.184  -0.620
O27 -0.095 -1.590 2.089  -0.265
C20 -0.562 -2.899 2.009  -0.691
O28 -0.969 0.025 0.321  -0.304
C21 -2.031 -0.747 -0.197  -0.605
H55 2.799 1.585 1.304  0.268
H56 1.263 2.556 1.207  0.279
H57 1.792 1.562 -0.098  0.333
H58 -0.311 -3.420 1.085  0.345
H59 -1.629 -2.783 2.200  0.278
H60 -0.053 -3.401 2.831  0.239
H61 -2.974 -0.532 0.304  0.228
H62 -1.960 -1.831 -0.102  0.267
H63 -2.235 -0.480 -1.233  0.259
C22 3.693 -6.362 -0.733  -0.500
O29 3.846 -5.404 -1.756  -0.506
H64 4.545 -7.038 -0.657  0.225
H65 3.483 -5.858 0.210  0.233
H66 2.911 -7.096 -0.929  0.224
H67 3.410 -4.596 -1.475  0.323
C23 -0.030 -6.532 8.243  -0.416
O30 0.560 -6.899 9.496  -0.508
H68 -0.773 -5.746 8.379  0.236
H69 0.806 -6.210 7.623  0.192
H70 -0.596 -7.357 7.810  0.209
H71 -0.134 -7.142 10.113  0.287
C24 8.574 4.788 1.854  -0.457
O31 8.355 4.928 3.277  -0.496
H72 9.597 4.574 1.543  0.252
H73 7.804 4.094 1.516  0.186
H74 8.384 5.791 1.473  0.224
H75 9.187 5.283 3.600  0.292

The energy above the lowest of the compared OMol25 structures with the same formula, charge and spin comes out at 516.3 kJ/mol. The total energy is -5681.75961 a.u. The calculation puts the gap between HOMO and LUMO at 10.45 eV. The LUMO energy comes out at 0.1593 eV. The calculation puts the HOMO energy at -10.3 eV. Its charge is 0. As for the SMILES: COP(=O)(OC)OC.COP(=O)(OC)OC.COP(=O)(OC)OC.COP(=O)(OC)OC.COP(=O)(OC)OC.COP(=O)(OC)OC.COP(=O)(OC)OC.CO.CO.CO.



The calculation returns the following molecular weight values, one per record and in order: 861.71; 85.07; 1076.65 g mol⁻¹.